Entry 1:
ORCA calculation (ωB97M-V/def2-TZVPD) on a molecular structure, C45H48EuF6N4O3PS at a distorted geometry.

Net charge = -1
E_HOMO (alpha / beta) = -0.031 / -0.116 hartree
Frontier orbital gap (alpha / beta) = 3.1 / 4.8 eV
Electronic energy = -115300.879 eV
Spin multiplicity = 8

XYZ file:
```
109
C45H48EuF6N4O3PS ωB97M-V/def2-TZVPD
Eu -0.38 0.98 0.63
C 3.10 -1.48 -2.59
C 2.44 -2.84 -2.71
C 3.20 -3.87 -3.26
C 2.74 -5.19 -3.25
C 1.49 -5.44 -2.69
C 0.64 -4.44 -2.26
C 1.10 -3.11 -2.27
P -0.01 -1.72 -1.88
C -1.66 -2.44 -1.62
C -2.11 -2.30 -0.33
C -3.30 -2.91 0.03
C -4.10 -3.58 -0.89
C -3.65 -3.73 -2.20
C -2.43 -3.12 -2.63
C -2.04 -3.29 -4.08
C -0.05 -0.76 -3.43
C 0.49 -1.23 -4.66
C 0.78 -0.29 -5.68
C 0.57 1.09 -5.50
C 0.01 1.56 -4.34
C -0.34 0.64 -3.28
C -1.03 1.04 -2.09
H 3.97 -1.39 -3.26
H 3.44 -1.31 -1.54
H 2.44 -0.64 -2.84
H 4.17 -3.60 -3.75
H 3.33 -6.01 -3.65
H 1.15 -6.49 -2.63
H -0.32 -4.70 -1.84
H -1.61 -1.70 0.45
H -3.64 -2.80 1.06
H -5.08 -4.05 -0.62
H -4.28 -4.21 -2.96
H -2.79 -3.88 -4.59
H -1.07 -3.80 -4.20
H -1.98 -2.31 -4.57
H 0.65 -2.30 -4.83
H 1.15 -0.69 -6.61
H 0.93 1.77 -6.29
H -0.23 2.63 -4.24
H -1.93 0.41 -1.80
H -1.24 2.11 -1.86
C 1.20 6.58 5.51
C 0.26 6.03 4.44
C 0.65 5.68 3.13
C -0.20 4.95 2.27
C -1.43 4.60 2.74
C -1.90 4.96 3.98
C -1.06 5.72 4.78
S -2.45 3.38 1.87
O -2.02 2.08 2.40
O -3.82 3.83 1.99
N -1.95 3.23 0.28
C -2.44 4.17 -0.56
C -1.89 5.47 -0.70
C -2.46 6.42 -1.56
C -3.60 6.14 -2.30
C -4.22 4.87 -2.25
C -5.30 4.48 -3.07
C -5.70 3.15 -3.05
C -5.04 2.23 -2.23
N -4.01 2.56 -1.46
C -3.60 3.83 -1.43
H 1.94 5.83 5.84
H 0.69 6.96 6.42
H 1.76 7.45 5.11
H 1.63 5.95 2.76
H 0.10 4.61 1.27
H -2.85 4.57 4.33
H -1.47 6.05 5.75
H -0.92 5.71 -0.24
H -1.97 7.38 -1.65
H -4.00 6.86 -3.01
H -5.86 5.20 -3.67
H -6.57 2.81 -3.65
H -5.33 1.18 -2.19
C 0.99 1.67 4.62
C 1.34 0.64 3.51
O 1.14 1.25 2.26
C 0.52 -0.66 3.66
F 1.18 -1.69 4.22
F -0.62 -0.51 4.38
F 0.13 -1.09 2.39
C 2.82 0.36 3.59
F 3.20 -0.12 4.80
F 3.26 -0.63 2.66
F 3.60 1.45 3.35
H -0.02 2.09 4.53
H 1.70 2.49 4.48
H 1.15 1.30 5.65
C 4.53 -5.74 1.46
C 3.57 -4.73 1.99
C 4.36 -3.69 2.83
C 2.48 -5.37 2.81
N 2.97 -4.00 0.86
N 2.01 -3.03 1.02
H 5.12 -6.23 2.28
H 5.28 -5.32 0.77
H 4.03 -6.57 0.89
H 4.86 -4.26 3.65
H 3.73 -2.88 3.24
H 5.10 -3.22 2.20
H 2.99 -6.22 3.35
H 1.67 -5.81 2.19
H 2.09 -4.70 3.59
H 3.04 -4.37 -0.08
H 1.11 -3.27 0.56
H 1.94 -2.67 1.99
```

These are the Mulliken partial charges, in e, on atoms 1 to 8: 1.15, -1.28, 0.36, -0.70, -0.81, -0.78, -0.75, 1.21


Entry 2:
ORCA calculation (ωB97M-V/def2-TZVPD) on a molecular structure, C15H24MnNO6SSb.

Net charge = +1
E_HOMO (alpha / beta) = -0.404 / -0.406 hartree
Frontier orbital gap (alpha / beta) = 6.4 / 7.4 eV
Electronic energy = -78405.071 eV
Spin multiplicity = 5

XYZ file:
```
49
C15H24MnNO6SSb ωB97M-V/def2-TZVPD
Mn 0.51 0.00 -0.01
O 4.39 0.45 4.53
C 3.62 0.42 3.62
C 3.97 0.60 2.11
O 5.03 0.88 1.65
C 2.67 0.38 1.43
C 1.67 0.17 2.32
O 0.43 -0.02 1.82
C 2.09 0.17 3.71
O 1.43 0.01 4.71
O 2.38 0.39 0.14
C -1.63 -4.20 -1.55
C -2.15 -3.68 -0.22
S -0.84 -2.91 0.73
O -0.44 -1.72 -0.16
C -1.81 -2.27 2.11
C -2.07 -3.38 3.12
H -2.46 -4.64 -2.11
H -0.87 -4.97 -1.41
H -1.21 -3.39 -2.15
H -2.51 -4.49 0.41
H -2.94 -2.94 -0.34
H -2.72 -1.83 1.71
H -1.19 -1.47 2.53
H -2.64 -4.20 2.70
H -2.65 -2.97 3.95
H -1.14 -3.77 3.53
C -2.34 3.22 0.82
Sb -0.46 2.55 0.11
C 0.88 3.55 1.41
C -0.22 3.67 -1.67
H -2.32 4.31 0.82
H -2.50 2.85 1.83
H -3.14 2.87 0.17
H 0.72 4.62 1.34
H 1.90 3.31 1.14
H 0.69 3.23 2.44
H -0.47 4.72 -1.48
H -0.87 3.29 -2.46
H 0.82 3.61 -2.00
C 0.52 0.91 -5.39
C 1.39 -0.02 -4.54
C 1.02 0.02 -3.13
N 0.72 0.06 -2.03
H 0.82 0.81 -6.43
H 0.66 1.95 -5.10
H -0.53 0.66 -5.30
H 2.45 0.25 -4.59
H 1.31 -1.06 -4.86
```

These are the Mulliken partial charges, in e, on atoms 1 to 8: 0.49, -0.48, 0.46, -0.05, -0.52, 1.45, 0.57, -0.29


Entry 3:
ORCA calculation (ωB97M-V/def2-TZVPD) on a molecular structure, C16H20BF4N3S4V at a distorted geometry.

Net charge = -2
E_HOMO (alpha / beta) = -0.010 / -0.031 hartree
Frontier orbital gap (alpha / beta) = 5.1 / 5.6 eV
Electronic energy = -101971.919 eV
Spin multiplicity = 4

XYZ file:
```
49
C16H20BF4N3S4V ωB97M-V/def2-TZVPD
V 0.15 -0.17 0.25
C -3.30 1.46 0.20
N -2.22 1.20 -0.72
C -2.66 0.50 -1.91
C -1.44 2.38 -0.97
C -1.73 3.29 -1.96
C -0.93 4.42 -2.13
C 0.18 4.60 -1.33
C 0.47 3.70 -0.32
C -0.34 2.58 -0.11
N -0.13 1.64 0.86
C -0.09 1.89 2.16
C -0.17 3.16 2.79
C -0.03 3.28 4.16
C 0.15 2.15 4.95
C 0.12 0.88 4.37
C -0.01 0.74 3.01
N -0.24 -0.52 2.34
C 0.53 -1.61 2.94
C -1.68 -0.83 2.36
H -4.05 2.18 -0.21
H -3.82 0.53 0.44
H -2.89 1.89 1.12
H -3.61 0.89 -2.31
H -1.90 0.58 -2.67
H -2.79 -0.56 -1.67
H -2.57 3.14 -2.63
H -1.17 5.14 -2.91
H 0.82 5.46 -1.49
H 1.35 3.83 0.30
H -0.35 4.04 2.19
H -0.05 4.26 4.62
H 0.28 2.25 6.02
H 0.20 0.02 5.02
H 0.46 -2.48 2.28
H 0.16 -1.90 3.93
H 1.57 -1.31 3.00
H -1.83 -1.90 2.53
H -2.21 -0.27 3.14
H -2.11 -0.60 1.38
S -0.52 -2.61 -0.23
S 1.27 -3.49 0.14
S 2.72 -2.12 -0.51
S 2.45 -0.45 0.63
F -0.37 -0.68 -4.01
B 0.46 0.31 -3.49
F -0.10 1.55 -3.79
F 1.71 0.22 -4.04
F 0.53 0.18 -2.07
```

These are the Mulliken partial charges, in e, on atoms 1 to 8: 0.53, -1.32, 1.31, -1.13, 0.10, -0.37, -0.64, -0.68


In kcal/mol, the energy relative to the best compared isomer or geometry (same formula, charge and spin) values for the records above are, in order, 102.8; 6.4; 17.4.